Density functional theory data (the ωB97M-V functional and the def2-TZVPD basis) for a 3-piece molecular cluster, C3H6I3N overall at a distorted geometry.

```
13
Properties=species:S:1:pos:R:3:nbo_charge:R:1
C 2.427 -1.341 -0.535 -0.506
C -1.855 1.022 1.376 -0.394
C -1.282 0.676 0.194 -0.349
N 2.333 -0.130 0.069 -0.500
I -5.029 -0.463 -0.510 -0.014
I -1.740 1.932 -1.494 0.127
I 2.816 1.555 -0.780 0.372
H 3.380 -1.556 -0.987 0.209
H 2.086 -2.198 0.102 0.211
H 1.694 -1.607 -1.352 0.217
H -1.811 0.430 2.236 0.206
H -2.163 2.024 1.545 0.199
H -0.854 -0.343 0.137 0.222
```

Calculated values
* total energy: -28995.638 eV
* F_max: 3.94 eV/Å

=====

Density functional theory data (the ωB97M-V functional and the def2-TZVPD basis) for a 2-piece molecular cluster, C3H7NSi overall at a distorted geometry.

```
12
Properties=species:S:1:pos:R:3:lowdin_spin:R:1
C 2.669 -0.075 -0.062 0.108
C -1.743 0.289 -0.030 0.012
C -0.301 0.793 -0.030 0.104
N 3.742 0.224 -0.333 0.084
Si 0.940 -0.568 0.391 0.662
H -2.430 1.104 -0.270 0.000
H -1.869 -0.513 -0.756 0.008
H -2.013 -0.110 0.949 0.000
H -0.207 1.605 0.701 0.019
H -0.064 1.224 -1.007 0.001
H 0.368 -2.747 -1.242 0.936
H 0.908 -1.225 1.689 0.066
```

Calculated values
* 2S+1: 3
* total energy: -12587.347 eV
* F_max: 1.37 eV/Å

=====

Density functional theory data (the ωB97M-V functional and the def2-TZVPD basis) for C6H15I2MgPSi as an isolated structure at a distorted geometry.

```
26
Properties=species:S:1:pos:R:3:nbo_charge:R:1
C -4.363 1.019 0.169 -0.648
C -2.909 0.683 0.219 -0.214
I -2.520 -0.988 1.415 0.263
C -1.931 1.311 -0.423 -0.457
I -2.092 2.881 -1.725 0.362
P -0.075 0.622 -0.219 0.334
Si 2.156 -0.470 0.043 1.596
C 2.991 -0.360 -1.593 -1.159
C 1.779 -2.192 0.581 -1.167
C 2.901 0.597 1.347 -1.163
H -4.618 1.655 -0.674 0.260
H -4.839 0.006 0.126 0.113
H -4.764 1.437 1.095 0.283
H 0.469 1.672 -0.975 0.100
H -0.531 -0.533 -0.894 0.135
H -0.152 0.662 1.192 0.113
H 3.239 0.654 -1.900 0.274
H 3.931 -0.902 -1.428 0.292
H 2.461 -0.859 -2.404 0.271
H 0.851 -2.348 1.133 0.264
H 1.778 -2.878 -0.267 0.276
H 2.594 -2.473 1.256 0.290
H 2.333 0.572 2.278 0.265
H 3.894 0.183 1.557 0.295
H 3.031 1.641 1.062 0.273
Mg -5.613 -1.592 -0.969 0.749
```

Calculated values
* total charge: +2
* total energy: -45256.754 eV
* F_max: 1.44 eV/Å

=====

Density functional theory data (the ωB97M-V functional and the def2-TZVPD basis) for C19H27AlBr39O4S as an isolated structure at a distorted geometry.

```
91
Properties=species:S:1:pos:R:3:lowdin_charge:R:1
C 4.643 -0.409 1.731 -0.146
C 3.609 0.606 0.901 -0.252
C 3.544 0.184 -0.715 -0.151
C 2.305 -0.849 -1.053 -0.315
C 1.970 -1.873 0.226 -0.219
O 3.123 -2.822 0.234 -0.388
Al 3.779 -3.008 -1.561 0.236
C 5.761 -2.623 -1.927 -0.328
S 6.071 -1.389 -3.326 0.705
O 4.805 -0.562 -3.717 -0.462
O 6.519 -2.120 -4.638 -0.482
O 2.463 -1.785 -2.215 -0.275
H 3.969 -0.995 2.521 -0.040
H 5.186 -1.179 1.001 0.068
H 5.481 0.180 2.298 0.067
H 4.108 1.680 0.911 0.084
H 2.528 0.630 1.349 -0.009
H 4.615 -0.266 -0.954 0.077
H 3.468 1.164 -1.393 0.122
H 1.439 -0.102 -1.344 0.140
H 1.044 -2.546 -0.025 0.055
H 1.660 -1.367 1.243 0.058
H 3.528 -4.570 -1.795 -0.049
H 6.188 -2.100 -0.947 0.048
H 6.425 -3.599 -2.103 0.073
H 7.042 -0.418 -2.922 0.068
C 0.352 2.667 2.862 -1.537
Br 2.224 3.169 3.035 0.615
Br -0.618 3.881 1.692 0.550
Br 0.148 0.813 2.312 0.609
H -0.095 2.756 3.858 -0.020
C 2.386 -2.995 4.530 -1.549
Br 3.869 -3.458 3.359 0.647
Br 2.107 -1.072 4.620 0.559
Br 0.757 -3.941 4.044 0.534
H 2.659 -3.326 5.538 -0.029
C -4.443 4.511 0.059 -1.606
Br -3.201 5.514 -1.053 0.503
Br -6.249 5.227 -0.046 0.547
Br -4.396 2.607 -0.339 0.570
H -4.112 4.629 1.096 -0.082
C -4.741 7.006 3.582 -1.561
Br -4.960 8.176 5.121 0.560
Br -3.681 7.842 2.182 0.518
Br -4.027 5.269 4.090 0.580
H -5.739 6.833 3.167 -0.026
C -2.336 6.526 -5.068 -1.581
Br -1.381 7.001 -6.695 0.549
Br -1.435 7.195 -3.479 0.536
Br -4.199 7.083 -5.133 0.554
H -2.331 5.433 -5.002 -0.017
C 0.535 -7.413 1.594 -1.565
Br 0.912 -8.914 0.415 0.586
Br 1.388 -5.777 0.979 0.568
Br -1.375 -7.173 1.872 0.505
H 0.972 -7.654 2.569 -0.022
C 0.668 4.353 -8.736 -1.604
Br 1.985 4.246 -7.309 0.552
Br 1.345 3.616 -10.404 0.540
Br -1.024 3.542 -8.221 0.527
H 0.472 5.416 -8.912 -0.044
C -1.559 -11.938 0.828 -1.602
Br -0.647 -13.545 1.435 0.547
Br -2.214 -12.122 -0.995 0.549
Br -2.970 -11.399 2.053 0.506
H -0.817 -11.133 0.821 -0.103
C 1.221 7.171 2.763 -1.591
Br -0.665 7.386 2.341 0.465
Br 2.362 7.798 1.318 0.556
Br 1.682 8.000 4.461 0.552
H 1.404 6.097 2.872 -0.089
C -2.265 -3.689 -1.027 -1.577
Br -1.374 -2.602 -2.371 0.594
Br -2.077 -5.591 -1.393 0.534
Br -1.683 -3.238 0.773 0.535
H -3.334 -3.457 -1.085 -0.030
C 2.787 -0.528 -9.592 -1.597
Br 0.900 -0.313 -10.014 0.521
Br 3.928 0.099 -11.037 0.528
Br 3.248 0.301 -7.894 0.575
H 2.970 -1.603 -9.483 -0.024
C -6.259 -10.152 4.419 -1.597
Br -7.018 -10.619 2.690 0.551
Br -7.622 -10.038 5.802 0.548
Br -4.814 -11.354 4.923 0.528
H -5.822 -9.153 4.317 -0.020
C -7.295 10.412 7.822 -1.618
Br -8.194 8.695 7.990 0.544
Br -7.723 11.292 6.141 0.543
Br -7.644 11.564 9.351 0.551
H -6.219 10.210 7.813 -0.032
```

Calculated values
* total charge: -1
* total energy: -2777414.304 eV
* F_max: 6.53 eV/Å

=====

Density functional theory data (the ωB97M-V functional and the def2-TZVPD basis) for a 2-piece molecular cluster, C6H10Br2N2O5 overall at a distorted geometry.

```
25
Properties=species:S:1:pos:R:3:nbo_charge:R:1
C 1.224 0.975 -1.643 -0.682
C -1.355 -0.665 -1.542 -0.717
C -0.232 1.579 2.389 -0.268
C 0.413 0.028 0.710 0.193
C 1.458 0.040 -0.449 0.054
C -1.246 -0.935 -0.056 0.023
N 1.854 -1.366 -0.827 0.493
N -2.279 -0.412 0.807 0.447
O 1.524 -1.791 -1.898 -0.353
O -2.906 0.576 0.454 -0.387
O 2.338 -2.027 0.058 -0.342
O -2.392 -1.010 1.848 -0.376
O 0.123 1.253 1.011 -0.533
Br 3.161 0.560 0.511 0.044
Br -0.765 -2.865 0.354 0.038
H 2.015 1.746 -1.679 0.257
H 0.244 1.357 -1.513 0.234
H 1.160 0.299 -2.577 0.263
H -1.389 0.449 -1.666 0.232
H -2.259 -1.005 -1.974 0.236
H -0.426 -1.134 -2.126 0.266
H 0.746 2.006 2.962 0.203
H -0.584 0.709 2.977 0.209
H -1.034 2.342 2.280 0.223
H 0.608 -0.708 1.588 0.243
```

Calculated values
* total energy: -159678.089 eV
* F_max: 4.10 eV/Å

=====

Density functional theory data (the ωB97M-V functional and the def2-TZVPD basis) for a 9-piece molecular cluster, C36H78O15 overall at a distorted geometry.

```
129
Properties=species:S:1:pos:R:3:lowdin_charge:R:1
C -5.064 -20.342 5.679 -0.077
C -5.033 -18.849 5.337 -0.292
O -3.967 -18.587 4.440 -0.172
C -3.829 -17.176 4.133 -0.244
C -2.573 -16.975 3.254 -0.070
H -5.773 -20.651 6.447 0.071
H -5.260 -20.916 4.773 0.071
H -4.092 -20.733 5.978 0.071
H -5.951 -18.625 4.794 0.111
H -5.001 -18.228 6.232 0.111
H -4.729 -16.852 3.610 0.109
H -3.802 -16.616 5.068 0.107
H -2.393 -15.937 2.977 0.065
H -2.711 -17.478 2.297 0.070
H -1.606 -17.303 3.636 0.070
C 5.951 -8.794 4.600 -0.065
C 6.774 -7.739 3.788 -0.244
O 7.443 -6.855 4.703 -0.163
C 8.109 -5.826 4.064 -0.338
C 8.572 -4.836 5.102 -0.073
H 5.541 -9.663 4.085 0.069
H 6.625 -9.135 5.386 0.066
H 5.211 -8.287 5.219 0.067
H 7.479 -8.270 3.149 0.112
H 6.116 -7.113 3.185 0.108
H 8.909 -6.109 3.380 0.119
H 7.350 -5.336 3.455 0.111
H 7.678 -4.417 5.566 0.079
H 9.227 -4.137 4.582 0.076
H 9.146 -5.321 5.891 0.076
C -2.833 -6.890 -2.021 -0.089
C -3.072 -6.696 -3.453 -0.286
O -2.194 -5.676 -3.977 -0.150
C -1.927 -5.781 -5.333 -0.328
C -0.783 -4.889 -5.715 -0.067
H -2.820 -5.922 -1.520 0.083
H -3.625 -7.462 -1.538 0.080
H -1.903 -7.429 -1.840 0.079
H -2.858 -7.655 -3.925 0.113
H -4.111 -6.461 -3.682 0.121
H -1.725 -6.823 -5.581 0.108
H -2.874 -5.667 -5.860 0.115
H 0.131 -5.358 -5.352 0.070
H -0.819 -3.944 -5.172 0.076
H -0.620 -4.604 -6.754 0.075
O 1.597 -10.241 -0.478 0.091
C 1.411 -11.144 -1.269 -0.521
O 1.581 -12.448 -0.986 -0.024
C 1.991 -12.925 0.256 -0.222
C 3.538 -12.865 0.562 -0.047
C 0.873 -10.972 -2.679 0.026
H 1.633 -13.954 0.303 0.114
H 1.438 -12.462 1.073 0.116
H 4.180 -13.512 -0.035 0.069
H 3.715 -13.159 1.596 0.068
H 3.897 -11.837 0.499 0.067
H 1.454 -11.656 -3.298 0.085
H 0.921 -9.917 -2.949 0.088
H -0.141 -11.372 -2.677 0.090
O 1.369 -2.483 -1.511 0.084
C 2.242 -3.199 -1.973 -0.489
O 3.345 -2.802 -2.656 -0.039
C 3.492 -1.412 -3.025 -0.188
C 3.792 -0.453 -1.832 -0.063
C 2.256 -4.758 -1.796 0.024
H 2.609 -1.185 -3.621 0.121
H 4.390 -1.431 -3.643 0.112
H 2.980 -0.496 -1.107 0.060
H 3.916 0.600 -2.087 0.074
H 4.594 -0.834 -1.199 0.074
H 1.371 -5.114 -1.270 0.078
H 3.154 -5.195 -1.359 0.078
H 2.187 -5.154 -2.809 0.071
O -4.144 -11.009 1.608 0.085
C -4.328 -10.744 2.787 -0.562
O -3.589 -9.936 3.577 -0.026
C -2.317 -9.367 3.230 -0.192
C -1.476 -8.995 4.502 -0.054
C -5.461 -11.260 3.490 0.002
H -2.510 -8.448 2.677 0.121
H -1.793 -10.132 2.658 0.117
H -0.680 -8.264 4.354 0.075
H -1.092 -9.906 4.961 0.068
H -2.235 -8.611 5.184 0.069
H -5.258 -12.312 3.692 0.103
H -6.275 -11.368 2.773 0.096
H -5.792 -10.625 4.311 0.099
O -5.621 -15.828 -0.930 0.073
C -6.599 -15.077 -1.039 -0.509
O -6.790 -14.094 -1.931 -0.012
C -5.801 -13.653 -2.816 -0.229
C -5.802 -14.493 -4.116 -0.061
C -7.802 -15.310 -0.203 0.005
H -4.799 -13.576 -2.392 0.128
H -6.189 -12.696 -3.164 0.118
H -6.822 -14.524 -4.502 0.077
H -5.476 -15.497 -3.848 0.071
H -5.124 -14.060 -4.852 0.074
H -8.710 -15.577 -0.744 0.091
H -8.050 -14.411 0.362 0.086
H -7.640 -16.065 0.566 0.087
O 4.080 -17.769 -1.857 0.035
C 3.524 -18.701 -2.528 -0.410
O 2.169 -19.036 -2.517 -0.025
C 1.280 -18.360 -1.734 -0.288
C 0.564 -17.226 -2.452 -0.060
C 4.327 -19.485 -3.541 0.010
H 1.672 -18.084 -0.755 0.126
H 0.482 -19.083 -1.566 0.121
H -0.258 -16.805 -1.874 0.080
H 0.254 -17.558 -3.442 0.077
H 1.262 -16.412 -2.651 0.070
H 5.364 -19.157 -3.473 0.087
H 3.837 -19.322 -4.501 0.091
H 4.366 -20.539 -3.264 0.087
O -1.149 -11.918 -7.762 0.081
C -1.299 -12.706 -8.681 -0.510
O -0.903 -14.018 -8.749 -0.027
C -0.234 -14.596 -7.563 -0.174
C 1.331 -14.470 -7.458 -0.062
C -1.883 -12.243 -10.006 0.013
H -0.495 -15.654 -7.583 0.109
H -0.654 -14.257 -6.616 0.110
H 1.643 -13.429 -7.374 0.069
H 1.975 -14.988 -8.169 0.067
H 1.646 -14.912 -6.513 0.065
H -2.751 -11.616 -9.802 0.087
H -2.155 -13.133 -10.573 0.079
H -1.111 -11.694 -10.545 0.090
```

Calculated values
* structure (SMILES): CCOC(C)=O.CCOC(C)=O.CCOC(C)=O.CCOC(C)=O.CCOC(C)=O.CCOC(C)=O.CCOCC.CCOCC.CCOCC
* total energy: -69306.733 eV
* F_max: 5.21 eV/Å

=====

Density functional theory data (the ωB97M-V functional and the def2-TZVPD basis) for a 2-piece molecular cluster, C6H15NO overall at a distorted geometry.

```
23
Properties=species:S:1:pos:R:3:lowdin_spin:R:1
C 0.450 -2.792 1.029 0.073
C -0.729 -1.993 1.417 0.013
C 0.719 -2.812 -0.399 0.104
O -0.042 -3.116 -1.277 0.698
N 2.105 -2.602 -0.649 0.090
H 1.290 -2.302 1.683 0.003
H 0.455 -3.769 1.438 0.002
H -0.958 -1.012 0.798 0.005
H 2.473 -2.472 -1.700 0.002
H 2.774 -2.314 0.030 0.005
H -0.706 -1.740 2.492 0.005
H -1.634 -2.553 1.142 0.002
C -0.581 2.385 -0.032 0.000
C 0.620 3.220 -0.504 0.000
C -1.795 2.333 -0.963 0.000
H -1.006 2.834 0.889 0.000
H -0.229 1.500 0.232 0.000
H 1.210 3.869 0.183 0.000
H 1.297 2.439 -0.948 0.000
H -2.532 1.820 -0.296 0.000
H 0.407 3.986 -1.312 0.000
H -1.434 1.818 -1.838 0.000
H -2.153 3.272 -1.413 0.000
```

Calculated values
* 2S+1: 2
* total charge: +1
* total energy: -9991.702 eV
* F_max: 7.44 eV/Å

=====

Density functional theory data (the ωB97M-V functional and the def2-TZVPD basis) for C37H78BGeN5OP2Y as an isolated structure at a distorted geometry.

```
126
Properties=species:S:1:pos:R:3:nbo_charge:R:1
Y -0.005 0.905 -0.551 1.923
C -0.907 2.239 5.026 -0.619
C -0.469 0.802 4.700 -0.324
C -1.733 -0.046 4.472 -0.628
C 0.298 0.226 5.894 -0.621
P 0.440 0.826 3.040 0.873
C 0.798 -1.004 2.993 -0.513
N 1.474 -1.494 1.818 -0.687
B 1.313 -1.135 0.408 0.078
N 2.100 -2.152 -0.264 -0.663
C 2.124 -2.493 -1.672 -0.510
P 0.430 -2.487 -2.474 0.850
C 0.959 -2.646 -4.288 -0.295
C 2.111 -3.618 -4.573 -0.626
C -0.256 -3.034 -5.136 -0.618
C 1.405 -1.257 -4.756 -0.619
C -0.292 -4.155 -1.926 -0.305
C -0.181 -4.253 -0.397 -0.605
C -1.785 -4.151 -2.283 -0.610
C 0.340 -5.423 -2.501 -0.621
C 2.752 -2.961 0.656 0.117
C 3.629 -4.019 0.478 -0.251
C 4.077 -4.703 1.604 -0.220
C 3.651 -4.344 2.875 -0.227
C 2.769 -3.283 3.058 -0.267
C 2.333 -2.587 1.942 0.180
C 2.191 1.531 3.236 -0.305
C 2.247 2.740 4.175 -0.615
C 2.582 1.996 1.820 -0.622
C 3.237 0.518 3.713 -0.622
H -1.718 2.228 5.759 0.207
H -0.099 2.831 5.452 0.235
H -1.246 2.775 4.132 0.192
H -2.559 0.319 5.091 0.207
H -2.036 -0.047 3.420 0.179
H -1.585 -1.091 4.739 0.239
H -0.290 0.353 6.808 0.217
H 0.489 -0.840 5.780 0.214
H 1.250 0.729 6.050 0.218
H 1.403 -1.243 3.867 0.222
H -0.156 -1.529 3.134 0.197
H 2.807 -1.863 -2.250 0.220
H 2.499 -3.516 -1.763 0.220
H 1.859 -4.657 -4.392 0.216
H 2.383 -3.530 -5.628 0.217
H 3.005 -3.377 -3.998 0.209
H -0.583 -4.056 -4.955 0.206
H -1.101 -2.366 -4.956 0.209
H 0.009 -2.960 -6.192 0.218
H 2.312 -0.912 -4.253 0.206
H 1.626 -1.307 -5.825 0.215
H 0.624 -0.513 -4.614 0.226
H -0.512 -3.346 0.110 0.192
H -0.803 -5.085 -0.055 0.210
H 0.838 -4.448 -0.067 0.227
H -2.295 -3.253 -1.923 0.187
H -1.961 -4.206 -3.356 0.218
H -2.269 -5.016 -1.823 0.213
H 1.416 -5.462 -2.331 0.212
H -0.095 -6.294 -2.003 0.216
H 0.152 -5.535 -3.567 0.209
H 3.979 -4.306 -0.504 0.215
H 4.768 -5.527 1.484 0.218
H 4.008 -4.894 3.735 0.217
H 2.444 -3.023 4.057 0.208
H 1.570 3.544 3.889 0.209
H 2.042 2.472 5.210 0.205
H 3.261 3.147 4.144 0.223
H 1.800 2.611 1.368 0.218
H 3.491 2.602 1.861 0.226
H 2.791 1.136 1.178 0.232
H 3.032 0.153 4.720 0.206
H 3.325 -0.335 3.043 0.228
H 4.210 1.014 3.742 0.221
N -3.761 1.955 2.439 -0.684
C -3.471 1.278 1.118 -0.072
C -3.858 -0.180 1.168 -0.429
C -3.394 -0.845 -0.130 -0.038
N -1.921 -0.851 -0.190 -0.905
C -4.008 -0.146 -1.342 -0.410
C -3.792 1.366 -1.354 -0.039
N -2.382 1.615 -1.655 -0.886
C -4.202 1.980 -0.006 -0.428
H -3.264 1.484 3.202 0.454
H -4.760 1.962 2.654 0.428
H -3.424 2.928 2.407 0.447
H -2.395 1.408 0.983 0.287
H -4.947 -0.283 1.230 0.219
H -3.432 -0.690 2.033 0.222
H -3.769 -1.875 -0.116 0.206
H -1.622 -1.269 -1.076 0.420
H -1.557 -1.477 0.524 0.396
H -5.078 -0.374 -1.360 0.223
H -3.586 -0.570 -2.257 0.231
H -4.446 1.814 -2.110 0.204
H -2.077 2.529 -1.333 0.408
H -2.194 1.577 -2.650 0.402
H -5.282 1.827 0.108 0.217
H -4.012 3.055 0.004 0.230
C 1.364 2.821 -5.528 -1.087
Ge 0.878 3.019 -3.639 1.623
C 2.468 3.593 -2.637 -1.078
C -0.474 4.433 -3.574 -1.090
C 0.334 1.327 -2.848 -1.595
H 1.837 3.725 -5.913 0.230
H 0.474 2.624 -6.128 0.225
H 2.055 1.989 -5.666 0.226
H 2.698 4.646 -2.800 0.233
H 3.336 3.008 -2.943 0.232
H 2.330 3.454 -1.561 0.210
H -0.144 5.278 -4.179 0.237
H -0.634 4.785 -2.560 0.217
H -1.430 4.090 -3.973 0.219
H 1.200 0.676 -3.055 0.237
H -0.486 0.892 -3.436 0.213
C -0.115 4.553 1.706 -0.622
C -1.195 3.906 0.850 0.165
C -1.718 4.919 -0.164 -0.632
O -0.764 2.705 0.315 -1.022
H 0.186 3.877 2.503 0.203
H -0.453 5.491 2.153 0.213
H 0.759 4.767 1.088 0.218
H -2.050 3.717 1.552 0.063
H -0.891 5.398 -0.684 0.222
H -2.281 5.703 0.348 0.215
H -2.369 4.474 -0.918 0.195
```

Calculated values
* total charge: +1
* total energy: -125943.765 eV
* F_max: 1.43 eV/Å